A 6-piece molecular cluster, C18H48NO6P overall in a non-equilibrium geometry. Source: OMol25; level of theory: the ωB97M-V functional and the def2-TZVPD basis.

```
74
Properties=species:S:1:pos:R:3:forces:R:3
C 6.3308 3.1427 1.3565 -0.4360 0.6382 0.2971
O 6.3529 1.7845 1.9631 -0.1484 0.7146 -2.2753
C 6.1028 0.7673 0.9109 0.0761 0.6665 -0.7553
C 4.5215 0.7347 0.4442 0.2148 -0.8774 -0.2678
C 3.7447 -0.6204 1.0342 -1.2966 0.8557 -0.9448
C 2.5903 -0.1990 2.1662 0.8898 0.5677 0.3443
P 1.0448 0.3215 1.1361 0.0335 -0.9112 -0.1128
C -0.3147 1.1012 2.2275 -0.4118 1.4634 0.6148
C -1.4148 1.8695 1.2809 -3.0787 1.7793 2.2440
C -1.3329 2.0385 -0.3563 -0.7209 0.9202 1.0466
N -2.5034 2.4390 1.9318 4.5217 -2.4590 -2.1241
H 7.1014 3.2500 0.4698 -1.4237 -0.3418 1.7818
H 6.5618 3.9532 2.1962 -0.3205 -2.0433 -1.7296
H 5.2537 3.4043 0.9544 2.0893 -0.5936 0.6512
H 6.5007 -0.2731 1.3045 -1.0554 2.2181 -0.6440
H 6.7559 1.0603 -0.0440 -1.2533 -0.6521 1.9881
H 3.9137 1.6960 0.7499 1.4565 -1.8704 -0.3735
H 4.5160 0.7229 -0.7486 -0.0794 -0.1442 2.5966
H 4.4837 -1.4413 1.4213 -1.4228 1.6983 -0.6980
H 3.1204 -1.0336 0.1055 1.6372 0.5804 2.1467
H 2.3015 -1.1073 2.8687 0.5575 1.9228 -1.5169
H 2.9546 0.7244 2.8032 -0.4996 -2.0386 -1.0102
H 1.5359 1.4298 0.3078 -0.2024 -0.4381 1.2316
H 0.1010 1.9136 2.9924 -0.9232 -1.6355 -1.5763
H -0.9108 0.3122 2.8818 1.3659 1.4542 -1.5273
H -2.0497 1.2415 -0.8337 1.8305 1.6075 0.8504
H -1.7755 3.1228 -0.5900 0.8191 -2.4935 0.5849
H -0.2475 2.0389 -0.7941 -2.1851 -0.4080 0.9553
H -2.4329 2.2717 2.9764 0.1469 -0.0258 -1.4903
C -3.8682 -0.8815 -3.7069 -0.1430 -0.2174 -0.0592
C -3.8277 0.5394 -3.1840 0.1067 -0.2120 -0.2925
O -2.4857 0.9209 -2.9198 0.2655 0.1467 -0.3335
H -3.4278 -1.5717 -2.9800 -0.0857 0.1199 -0.0551
H -4.8965 -1.1926 -3.9114 0.0593 -0.0153 -0.0085
H -3.2826 -0.9724 -4.6276 -0.0955 0.0315 0.0838
H -4.3956 0.6208 -2.2525 0.2169 0.1133 -0.0412
H -4.2547 1.2374 -3.9107 -0.2105 -0.0395 0.0368
H -1.9918 0.8532 -3.7549 -0.2048 -0.0531 0.4403
C -1.7568 -3.9676 -6.4939 -0.1676 -0.1903 -0.0334
C -1.5987 -2.4715 -6.6693 0.2451 -0.2828 0.0591
O -1.0421 -1.9015 -5.4938 0.3233 0.1551 0.2238
H -2.4034 -4.1886 -5.6383 0.0192 0.0868 -0.1490
H -2.1891 -4.4218 -7.3900 0.0676 -0.0365 0.0864
H -0.7892 -4.4384 -6.2917 -0.0409 0.0273 -0.1331
H -2.5705 -2.0024 -6.8491 0.1736 0.0679 0.1431
H -0.9431 -2.2426 -7.5150 -0.1509 -0.0414 -0.1614
H -0.1758 -2.3187 -5.3476 -0.4611 0.2535 -0.0219
C -2.3776 -3.5280 3.4948 -0.2148 -0.1276 -0.0062
C -0.8783 -3.7048 3.3725 -0.2210 0.2373 0.1217
O -0.3455 -2.7298 2.4882 0.2437 0.3277 -0.1202
H -2.8573 -3.6212 2.5150 0.1075 -0.0626 0.1243
H -2.8046 -4.2750 4.1698 -0.0284 0.1066 -0.0316
H -2.6203 -2.5301 3.8744 0.0265 -0.1017 0.0878
H -0.6410 -4.6949 2.9722 0.0949 0.2293 -0.0587
H -0.3900 -3.6001 4.3462 -0.0563 -0.1973 0.0876
H -0.5542 -1.8544 2.8569 0.1166 -0.4475 -0.2806
C 0.1053 -2.7622 -1.9219 -0.1862 0.0545 -0.1436
C 1.4425 -3.4477 -1.7324 -0.2970 0.1427 0.2577
O 2.2380 -2.7135 -0.8134 0.1301 -0.1661 0.1645
H 0.2452 -1.7416 -2.2927 -0.0006 -0.1456 0.0027
H -0.5185 -3.3134 -2.6313 -0.0425 0.0570 0.0381
H -0.4287 -2.6844 -0.9692 0.0283 -0.0740 -0.0803
H 1.9821 -3.5036 -2.6824 0.1167 0.0490 0.2104
H 1.3116 -4.4645 -1.3495 -0.0604 -0.1059 -0.1787
H 1.7538 -2.6768 0.0293 0.1114 0.0532 -0.3412
C -1.9892 5.0043 3.8248 -0.0628 -0.0560 -0.2548
C -3.0166 5.7421 4.6580 0.3986 0.0356 -0.0934
O -2.4931 6.0065 5.9512 0.1969 0.2608 0.3420
H -1.7088 4.0616 4.3060 -0.1077 0.1060 -0.0270
H -2.3790 4.7889 2.8260 0.1309 -0.0164 0.0925
H -1.0733 5.5960 3.7259 -0.0815 0.0339 -0.0541
H -3.9216 5.1383 4.7728 0.1339 0.1363 0.1637
H -3.2926 6.6920 4.1899 -0.1284 -0.0850 -0.1728
H -1.6946 6.5502 5.8387 -0.4463 -0.3126 0.0785
```
Positions in Å, forces in eV/Å.

Output
HOMO   -0.30555 Eh
Max |F|   0.10828 hartree/bohr
Orbital gap   0.328 Ha
Structure (SMILES)   [H]/N=C(/C)CPCCCCOC.CCO.CCO.CCO.CCO.CCO
Energy above the lowest of the compared OMol25 structures with the same formula, charge and spin   3.294 eV
E   -1561.89401 a.u.